Molecular formula: C28H37NO9
Method: DFT, the ωB97M-V functional and the def2-TZVPD basis

The value obtained for the LUMO energy is 0.69 eV. The HOMO-LUMO gap comes out at 0.3155 Ha. The calculation puts the energy above the lowest of the compared OMol25 structures with the same formula, charge and spin at 0.9 kcal per mole. The value obtained for the molar mass is 531.60 g/mol. The structure (SMILES) is COC(=O)C[C@@](O)(CCC(C)(C)O)C(=O)O[C@@H]1C(OC)=C[C@]23CCCN2CCc2cc4c(cc2[C@@H]13)OCO4.

Each line ends with the Mulliken charge.
Geometry (Å):
H (-3.479, -0.748, 0.299)  0.50
H (-0.215, -0.862, -5.467)  0.35
H (4.041, 3.095, -3.157)  0.43
C (-0.463, -1.279, 2.481)  -0.22
H (3.162, 2.435, -4.532)  0.33
O (1.719, 3.606, 3.658)  -0.55
C (-1.189, -2.461, 1.818)  -2.02
H (-2.184, -4.002, -0.239)  0.33
C (-0.519, -1.883, 4.936)  -1.85
H (0.549, -1.746, 5.078)  0.36
H (3.202, -0.730, 0.325)  0.40
H (0.136, -2.326, -4.507)  0.42
H (-0.479, -3.206, 1.461)  0.50
C (0.456, 4.236, 3.631)  -0.42
C (4.062, 0.910, -3.250)  -0.93
H (-0.546, -0.400, 1.840)  -0.32
C (-1.045, -1.529, -0.466)  -0.04
H (5.140, 0.991, -3.122)  0.50
H (-1.859, -2.928, 2.542)  0.62
C (-3.541, -2.682, -1.231)  0.79
O (-0.236, -2.261, -0.976)  -0.60
C (-0.642, 0.519, 4.217)  -1.75
H (-1.033, -1.691, 5.874)  0.48
C (0.331, 2.221, 0.689)  -1.00
H (-3.684, -3.845, -4.221)  0.24
O (-1.192, -0.239, -0.723)  -0.15
C (2.743, 1.941, 2.134)  -1.59
C (1.754, 2.794, 2.555)  0.89
H (-0.686, 1.394, -1.744)  0.83
H (0.599, -1.499, 2.596)  0.82
O (-0.247, 3.833, 2.476)  -0.56
C (1.155, 0.474, -0.953)  0.10
H (-0.117, 3.951, 4.528)  0.30
C (0.048, -0.265, -2.892)  -0.27
H (-2.783, -0.742, 3.010)  0.42
H (-0.986, 0.764, 5.219)  0.52
H (0.590, 5.329, 3.618)  0.29
H (2.187, 2.864, -1.748)  0.29
C (3.585, 0.284, 0.457)  -1.57
H (-1.101, 1.212, 3.515)  0.30
H (0.439, 0.634, 4.172)  0.23
C (0.566, 2.931, 1.840)  0.26
H (1.224, 2.511, -3.186)  0.48
C (-1.046, -0.921, 3.867)  1.73
H (3.658, 1.837, 2.693)  0.47
H (-0.712, -2.912, 4.646)  0.35
O (-4.143, -1.635, -1.303)  -0.68
C (-0.611, -1.557, -4.720)  -1.05
C (2.113, 2.225, -2.628)  -0.90
C (2.517, 1.206, 0.968)  1.22
N (3.448, 0.323, -2.065)  -0.07
H (3.876, 0.249, -4.098)  0.35
O (-2.883, -0.965, 1.036)  -0.57
H (-3.645, -2.113, -3.745)  0.24
H (-1.521, -2.019, -5.098)  0.20
H (4.396, 0.243, 1.185)  0.57
O (-3.404, -3.520, -2.250)  -0.30
C (3.388, 2.286, -3.478)  -0.70
H (-0.606, 2.330, 0.172)  0.51
O (-0.970, -0.874, -3.539)  -0.34
C (1.321, -0.080, -3.229)  -1.65
C (-2.033, -1.997, 0.617)  1.31
C (2.051, 0.740, -2.182)  1.64
H (5.173, 0.366, -0.977)  0.52
H (4.246, 1.871, -0.831)  0.49
H (-5.081, -3.097, -3.389)  0.28
O (-2.453, -1.039, 3.871)  -0.72
C (1.330, 1.349, 0.249)  0.59
C (4.162, 0.773, -0.875)  -0.64
C (-2.840, -3.172, 0.014)  -0.97
H (-3.586, -3.492, 0.745)  0.52
H (1.386, -0.555, -0.652)  0.51
C (-0.250, 0.405, -1.570)  -0.85
H (1.799, -0.417, -4.126)  0.45
C (-3.993, -3.113, -3.480)  -0.60